[1]
Entry from the Open Molecules 2025 dataset: 17 unconnected molecules or ions with the total composition C32H100BO32 (ωB97M-V with the def2-TZVPD basis set).

Geometry (Å):
1 B 0.3053 0.1178 -0.3086
2 H 1.1270 0.2227 -1.0001
3 H 0.7242 0.0455 0.6831
4 H -0.3991 0.9351 -0.3121
5 H -0.2759 -0.7621 -0.5370
6 C -2.0884 0.0175 2.1855
7 C -2.0271 1.5138 2.3460
8 O -0.8541 2.0437 1.7643
9 O -2.3941 -0.3175 0.8845
10 H -2.9386 -0.3803 2.7397
11 H -1.1443 -0.3779 2.5601
12 H -1.9492 1.6675 3.4223
13 H -2.8651 2.0259 1.8731
14 H -0.6563 1.5970 0.9379
15 H -1.6303 -0.1301 0.3340
16 C 1.9511 1.2891 4.6858
17 C 0.4201 1.4676 4.7252
18 O -0.1058 1.7856 6.0119
19 O 2.4961 0.2537 5.5199
20 H 2.5489 2.1402 5.0119
21 H 2.3697 1.0737 3.7027
22 H -0.0566 0.6228 4.2281
23 H 0.1368 2.3301 4.1219
24 H 0.4267 2.5255 6.3129
25 H 1.7606 -0.3633 5.5177
26 C -1.6395 5.6192 -0.3128
27 C -1.7585 5.6163 -1.8730
28 O -1.2161 6.7829 -2.4294
29 O -0.4247 6.0393 0.1643
30 H -1.7677 4.6215 0.1070
31 H -2.3371 6.2791 0.2029
32 H -2.7198 5.2494 -2.2327
33 H -1.1256 4.7921 -2.2022
34 H -0.4200 6.8531 -1.8975
35 H -0.4455 5.9072 1.1149
36 C -2.1270 0.2151 -3.5253
37 C -3.4296 -0.4868 -3.9547
38 O -3.3884 -0.6312 -5.3550
39 O -1.8925 1.5186 -4.0385
40 H -1.2698 -0.4257 -3.7319
41 H -2.2762 0.2611 -2.4466
42 H -4.3303 0.0833 -3.7269
43 H -3.5304 -1.4895 -3.5393
44 H -3.9918 -1.3468 -5.5682
45 H -1.0927 1.9041 -3.6733
46 C -2.0167 6.6958 3.6146
47 C -1.9265 5.2126 3.3655
48 O -0.6574 4.8751 2.7363
49 O -1.9671 7.4726 2.5119
50 H -1.2161 7.0746 4.2500
51 H -2.9654 6.9109 4.1062
52 H -2.8379 4.8057 2.9275
53 H -1.8107 4.7100 4.3258
54 H -0.7435 3.9748 2.4143
55 H -1.7320 8.3509 2.8200
56 C 3.8338 -1.2154 -1.9908
57 C 2.7705 -1.3015 -3.1482
58 O 1.4396 -1.4961 -2.6945
59 O 5.1302 -1.1299 -2.4494
60 H 3.7244 -2.1312 -1.4099
61 H 3.6687 -0.4497 -1.2328
62 H 2.8019 -2.1531 -3.8279
63 H 2.8645 -0.4737 -3.8511
64 H 1.2469 -0.8922 -1.9735
65 H 5.7124 -1.1562 -1.6866
66 C 1.5738 1.9712 -7.5824
67 C 2.1730 1.5827 -6.2110
68 O 3.2804 0.8606 -6.5141
69 O 1.0689 0.7234 -8.1123
70 H 2.3094 2.4045 -8.2600
71 H 0.7274 2.6547 -7.5149
72 H 1.4416 1.1350 -5.5381
73 H 2.5370 2.5034 -5.7550
74 H 3.1035 0.0397 -6.9794
75 H 0.2539 0.5612 -7.6316
76 C -0.6355 -3.9565 -1.4115
77 C -1.9123 -3.1531 -1.1405
78 O -3.0156 -3.9409 -1.5328
79 O -0.2671 -3.7848 -2.7814
80 H -0.8657 -4.9990 -1.1918
81 H 0.1736 -3.6181 -0.7642
82 H -1.8109 -2.1666 -1.5927
83 H -2.0305 -3.0394 -0.0629
84 H -3.0339 -3.9766 -2.4920
85 H 0.2310 -2.9648 -2.8160
86 C 0.3708 -2.9678 5.2898
87 C -0.3989 -3.2101 4.0413
88 O -1.7673 -3.4719 4.3869
89 O 0.2900 -1.5313 5.5855
90 H 1.4241 -3.1815 5.1083
91 H 0.0415 -3.7245 6.0019
92 H -0.0837 -4.0909 3.4820
93 H -0.4625 -2.3478 3.3775
94 H -2.2737 -3.4016 3.5743
95 H -0.6073 -1.2500 5.3922
96 C -0.9786 -6.6484 1.9255
97 C -2.1109 -5.6847 1.5376
98 O -3.2502 -5.9299 2.3273
99 O -1.2912 -7.9912 1.8331
100 H -0.7288 -6.4959 2.9755
101 H -0.0719 -6.2862 1.4409
102 H -2.3601 -5.8320 0.4868
103 H -1.7863 -4.6688 1.7626
104 H -3.0380 -6.5248 3.0503
105 H -2.1412 -8.1457 2.2517
106 C 2.7491 -2.3550 1.6665
107 C 3.1697 -3.8142 1.7853
108 O 3.3611 -4.4245 0.5535
109 O 1.5309 -2.4052 0.9768
110 H 3.3931 -1.7385 1.0394
111 H 2.5338 -1.7597 2.5539
112 H 2.3761 -4.4018 2.2468
113 H 4.0238 -4.0358 2.4252
114 H 2.5630 -4.1576 0.0916
115 H 1.1824 -1.5275 0.8039
116 C 5.2704 2.5067 -0.9101
117 C 6.6054 2.9638 -1.6335
118 O 7.7957 2.5990 -0.9802
119 O 4.8423 3.4063 0.1391
120 H 5.5266 1.5553 -0.4439
121 H 4.5649 2.1424 -1.6568
122 H 6.5476 4.0342 -1.8311
123 H 6.6319 2.4473 -2.5929
124 H 8.1113 3.3647 -0.4948
125 H 3.9231 3.2115 0.3362
126 C -2.4506 -5.4711 -5.0543
127 C -2.0559 -6.5838 -4.0051
128 O -3.1186 -6.7507 -3.0069
129 O -2.5671 -4.1526 -4.4066
130 H -3.3887 -5.7012 -5.5595
131 H -1.6842 -5.3739 -5.8233
132 H -1.1842 -6.2389 -3.4490
133 H -1.7990 -7.5279 -4.4855
134 H -2.8005 -7.1776 -2.2081
135 H -1.7046 -3.9768 -4.0234
136 C 1.3400 3.2366 -0.7514
137 C 1.3545 2.9590 -2.2711
138 O 0.4518 1.9582 -2.5854
139 O 2.1091 2.3272 0.0528
140 H 0.3098 3.1980 -0.3973
141 H 1.5728 4.2253 -0.3560
142 H 2.3234 2.6383 -2.6538
143 H 1.0053 3.8011 -2.8686
144 H 0.5473 1.2184 -1.9811
145 H 1.6422 1.4937 -0.0417
146 C 3.0529 5.5755 2.6003
147 C 2.2551 6.7979 3.1838
148 O 1.5964 6.5141 4.3835
149 O 2.2031 4.4681 2.3293
150 H 3.8139 5.2652 3.3162
151 H 3.5894 5.7941 1.6769
152 H 1.5875 7.3003 2.4838
153 H 2.9388 7.5234 3.6248
154 H 0.8703 5.9617 4.0849
155 H 2.7476 3.7828 1.9350
156 C -6.2302 -3.5473 1.0907
157 C -4.8159 -3.0943 1.3579
158 O -4.4377 -3.2830 2.7237
159 O -6.2859 -4.9889 1.2640
160 H -6.4492 -3.3773 0.0365
161 H -6.9981 -3.0751 1.7033
162 H -4.6095 -2.1089 0.9401
163 H -4.1020 -3.7290 0.8329
164 H -4.2429 -4.2216 2.7755
165 H -6.1842 -5.1121 2.2106

**Total charge**: -1
**ΔE to the lowest compared entry with this formula, charge and spin**: 0.00 kJ/mol
**Highest occupied orbital energy**: -0.282 Eh

[2]
Entry from the Open Molecules 2025 dataset: C3H4Cl2O in the gas phase (ωB97M-V with the def2-TZVPD basis set).

Geometry (Å):
1 C -2.5935 -0.1077 0.1023
2 O -1.6399 -1.2374 -0.1625
3 C -0.2886 -1.1285 -0.0409
4 C 0.5514 -0.0708 -0.0375
5 Cl 2.2110 -0.3837 0.0322
6 Cl -0.1493 1.5144 -0.0244
7 H -1.8521 0.6170 0.7710
8 H -2.8254 0.5265 -0.8162
9 H -3.5644 -0.5301 0.7652
10 H 0.2963 -2.0937 0.3043

**ΔE to the lowest compared entry with this formula, charge and spin**: 301.02 kJ/mol
**SMILES**: COC=C(Cl)Cl
**Highest occupied orbital energy**: -0.319 Eh

[3]
Entry from the Open Molecules 2025 dataset: C17H18ClNO3 in the gas phase (ωB97M-V with the def2-TZVPD basis set).

Geometry (Å):
1 C 0.7475 -0.6168 -4.3561
2 O 0.2066 -0.4180 -3.0061
3 C 1.1512 0.1030 -2.0412
4 O 1.6278 1.3959 -2.5000
5 C 0.5798 2.3507 -2.6653
6 C 0.5054 0.2423 -0.6753
7 C 1.1294 0.9709 0.3250
8 C 0.5516 1.1577 1.5824
9 C -0.6609 0.4912 1.8180
10 C -1.2699 -0.3009 0.8458
11 C -0.7001 -0.4323 -0.4012
12 N -2.4150 -0.8507 1.4755
13 C -2.5293 -0.3917 2.7725
14 C -3.4708 -0.6925 3.7654
15 C -3.2406 -0.2718 5.0520
16 C -2.0799 0.4399 5.3422
17 Cl -1.7701 0.8386 7.0293
18 C -1.1794 0.8415 4.3431
19 C -1.4083 0.4101 3.0503
20 C 2.4269 -0.7702 -1.9005
21 C 2.1821 -2.2772 -1.7484
22 O 3.3485 -0.5099 -2.9297
23 H -0.0715 -0.5249 -5.0559
24 H 1.2056 -1.5736 -4.4736
25 H 1.4844 0.1313 -4.6006
26 H -0.2417 2.0099 -3.3222
27 H 0.0322 2.6200 -1.7488
28 H 0.9913 3.2860 -3.1001
29 H 2.0802 1.4162 0.0654
30 H 0.9982 1.7830 2.3358
31 H -1.2454 -1.0157 -1.1215
32 H -3.0544 -1.4854 1.0098
33 H -4.3206 -1.2991 3.5404
34 H -3.9640 -0.5213 5.8279
35 H -0.2742 1.4039 4.5436
36 H 2.8490 -0.4573 -0.9378
37 H 3.1126 -2.7377 -1.4380
38 H 1.3943 -2.5031 -1.0301
39 H 1.8988 -2.7260 -2.6790
40 H 3.3927 0.4842 -2.9930

**ΔE to the lowest compared entry with this formula, charge and spin**: 115.13 kJ/mol
**SMILES**: COC(OC)(c1ccc2c(c1)[nH]c1ccc(Cl)cc12)[C@@H](C)O
**Highest occupied orbital energy**: -0.296 Eh

[4]
Entry from the Open Molecules 2025 dataset: C6H10BrF in the gas phase (ωB97M-V with the def2-TZVPD basis set).

Geometry (Å):
1 C -0.8018 1.4538 -0.2600
2 C -0.4496 -0.0170 -0.4329
3 C -0.3154 -0.6214 0.9528
4 C 0.9037 -0.1123 -1.1574
5 C -1.5082 -0.7285 -1.1997
6 C -3.3333 -0.3002 -1.0362
7 F -3.9409 -1.3158 -1.5960
8 Br -3.9521 0.1273 0.5502
9 H -0.8209 1.7888 -1.3055
10 H -1.6941 1.6419 0.1991
11 H -0.0519 1.9432 0.2988
12 H -1.3323 -0.8968 1.4248
13 H 0.1662 0.0365 1.6450
14 H 0.1808 -1.5908 1.0255
15 H 1.0709 -1.2109 -1.3091
16 H 1.6738 0.4576 -0.6425
17 H 0.7482 0.3368 -2.1354
18 H -1.3752 -0.8539 -2.2874

**ΔE to the lowest compared entry with this formula, charge and spin**: 365.89 kJ/mol
**SMILES**: CC(C)(C)/C=C(/F)Br
**Highest occupied orbital energy (spin up / spin down)**: -0.307 / -0.324 Eh

[5]
Entry from the Open Molecules 2025 dataset: C2H4P2 in the gas phase (ωB97M-V with the def2-TZVPD basis set).

Geometry (Å):
1 C -1.1533 -1.0556 -0.4398
2 C 0.8794 0.7676 0.1599
3 P 0.3221 -1.0673 0.3653
4 P 2.0816 1.3656 1.3492
5 H -1.5744 -0.0985 -0.5708
6 H -1.8850 -1.8455 -0.2026
7 H 1.4360 0.7943 -0.8682
8 H -0.1063 1.1394 0.2070

**ΔE to the lowest compared entry with this formula, charge and spin**: 272.05 kJ/mol
**Highest occupied orbital energy (spin up / spin down)**: -0.303 / -0.294 Eh

[6]
Entry from the Open Molecules 2025 dataset: a gas-phase ion, C9H15N2O2 (charge +1) (ωB97M-V with the def2-TZVPD basis set).

Geometry (Å):
1 C -2.8134 -0.2531 -2.8800
2 C -2.2429 -1.3349 -2.0215
3 N -0.9462 -0.9758 -1.4396
4 N 0.0231 -0.5109 -2.1698
5 O -0.0441 -0.5074 -3.3743
6 C -0.6542 -0.9051 0.0613
7 O -1.5978 -0.9494 0.7689
8 C 0.8084 -1.1346 0.4802
9 C 2.1135 -1.1324 -0.2429
10 C 2.6630 -0.0664 0.3371
11 C 1.4814 0.0734 1.3287
12 C 0.7087 1.3271 0.9477
13 C 1.8936 -0.0861 2.7739
14 H -2.7867 0.7050 -2.3738
15 H -2.5418 -0.1468 -3.9239
16 H -3.9509 -0.3161 -2.8751
17 H -2.6996 -1.6809 -1.0736
18 H -2.0676 -2.2918 -2.6566
19 H 0.7749 -0.0388 -1.5923
20 H 0.7454 -2.0867 1.0859
21 H 2.4604 -1.8542 -0.9908
22 H 3.6072 0.4879 0.3609
23 H 0.6473 1.2946 -0.1052
24 H 1.2380 2.3033 1.2903
25 H -0.3300 1.2575 1.4190
26 H 2.4217 -1.1201 2.8820
27 H 1.2586 0.0067 3.6339
28 H 2.6433 0.7049 2.8118

**Total charge**: +1
**ΔE to the lowest compared entry with this formula, charge and spin**: 589.69 kJ/mol
**SMILES**: CCN([NH+]=O)C(=O)[C@H]1C=CC1(C)C
**Highest occupied orbital energy (spin up / spin down)**: -0.512 / -0.512 Eh

[7]
Entry from the Open Molecules 2025 dataset: 2 unconnected molecules or ions with the total composition C4H7ClN2 (ωB97M-V with the def2-TZVPD basis set).

Geometry (Å):
1 C -0.2952 1.2458 1.0876
2 C -0.2528 0.1225 0.3869
3 C 1.6497 -0.5602 0.0118
4 C -1.1430 -0.8151 -0.2498
5 N 1.8073 -1.7697 -0.1904
6 N 2.4251 0.5058 -0.0843
7 Cl 4.1685 0.3758 -0.1802
8 H -1.1903 1.8784 1.1348
9 H 0.5891 1.5901 1.7308
10 H -1.5499 -0.5984 -1.2554
11 H -0.5946 -1.7268 -0.3398
12 H -1.9546 -0.9987 0.4907
13 H 2.7060 -2.0588 -0.6533
14 H 2.1722 1.5069 -0.0930

**ΔE to the lowest compared entry with this formula, charge and spin**: 439.19 kJ/mol
**Highest occupied orbital energy**: -0.331 Eh

[8]
Entry from the Open Molecules 2025 dataset: 4 unconnected molecules or ions with the total composition C13H29N4O10 (ωB97M-V with the def2-TZVPD basis set).

Geometry (Å):
1 C 3.7819 2.1095 0.8308
2 O 2.9943 0.9923 0.5734
3 C 2.5133 0.3560 1.7701
4 C 3.3491 -0.8077 2.2264
5 C 3.1960 -2.0660 1.3452
6 O 2.9872 -1.8214 -0.0659
7 C 1.6565 -1.9735 -0.3897
8 O 1.4589 -1.3971 -1.6648
9 C 0.1027 -1.4853 -2.0828
10 C -0.5623 -0.1459 -2.1144
11 O -1.2484 0.0824 -0.8657
12 C 2.8894 -1.2127 3.6370
13 C 1.3985 -1.2557 3.8539
14 C 0.8475 -0.3285 4.9320
15 N 0.6104 -2.0104 3.2041
16 H 4.7495 1.8340 1.2552
17 H 3.9659 2.6052 -0.1213
18 H 3.2630 2.8326 1.4672
19 H 2.5609 1.0953 2.5796
20 H 1.4386 0.1661 1.6046
21 H 2.4209 -2.7567 1.6951
22 H 4.1361 -2.6158 1.4034
23 H 1.4035 -3.0496 -0.4036
24 H 0.9995 -1.4964 0.3372
25 H 0.1001 -1.9303 -3.0743
26 H -0.4568 -2.1035 -1.3823
27 H -1.3184 -0.1478 -2.8869
28 H 0.1434 0.6639 -2.2715
29 H -1.4916 1.0182 -0.8614
30 H 3.2789 -0.4923 4.3555
31 H 3.3165 -2.1742 3.9131
32 H 1.4510 0.5634 5.0028
33 H 0.8317 -0.8854 5.8653
34 H -0.1788 -0.1072 4.6651
35 H -0.3564 -1.8402 3.4809
36 C -2.7016 1.4091 7.0269
37 N -1.2442 1.6192 7.2474
38 O -0.8132 1.4579 8.3759
39 O -0.5926 1.9251 6.2748
40 H -3.1570 1.1362 7.9712
41 H -3.1095 2.3396 6.6450
42 H -2.8055 0.6151 6.2933
43 C -4.4319 0.0777 -5.1543
44 N -3.0681 0.1787 -4.5715
45 O -2.2969 -0.7349 -4.7994
46 O -2.8243 1.1702 -3.9199
47 H -4.4978 -0.8555 -5.7011
48 H -5.1494 0.1061 -4.3400
49 H -4.5595 0.9306 -5.8141
50 C -1.6234 0.8000 -8.1397
51 N -2.7963 1.7141 -8.2523
52 O -3.1451 2.3063 -7.2484
53 O -3.3254 1.8041 -9.3414
54 H -1.2627 0.8239 -7.1179
55 H -1.9598 -0.1947 -8.4148
56 H -0.8681 1.1558 -8.8331

**Total charge**: -1
**Highest occupied orbital energy**: -0.042 Eh

[9]
Entry from the Open Molecules 2025 dataset: a molecular structure, C24H10BrCl5F4PPd (ωB97M-V with the def2-TZVPD basis set).

Geometry (Å):
1 Pd 10.8142 8.6705 11.4746
2 Cl 14.0041 7.8404 10.5554
3 C 13.6961 8.0272 12.1944
4 C 12.3482 8.0967 12.6283
5 C 12.0643 8.0350 13.9859
6 Cl 10.3697 8.0355 14.3944
7 C 13.0890 7.9566 14.9644
8 Cl 12.7511 7.7035 16.6187
9 C 14.4297 8.0410 14.5024
10 Cl 15.7175 8.1710 15.6353
11 C 14.7162 8.0262 13.1315
12 Cl 16.3489 7.8827 12.5497
13 F 7.7046 14.5977 10.9631
14 C 7.8815 13.2909 10.7033
15 C 6.8052 12.3811 10.6347
16 F 5.5491 12.9028 10.5489
17 C 7.0845 11.0265 10.6258
18 F 6.0203 10.1346 10.4448
19 C 8.3836 10.5557 10.5241
20 P 8.6940 8.7912 10.6447
21 C 7.7732 7.9527 11.9873
22 C 7.8885 6.5581 12.0086
23 C 7.2002 5.7918 12.9394
24 C 6.3983 6.4291 13.9179
25 C 6.2608 7.8132 13.8638
26 C 6.9052 8.5657 12.9026
27 C 8.2189 7.9778 9.1347
28 C 7.1764 7.0209 8.9643
29 C 7.0651 6.3420 7.7543
30 C 7.8377 6.7216 6.6834
31 C 8.6502 7.8405 6.7763
32 C 8.8102 8.4926 7.9763
33 C 9.4579 11.4454 10.4406
34 Br 11.2847 10.8663 10.3679
35 C 9.1809 12.8443 10.4350
36 F 10.1635 13.7183 10.3492
37 H 8.4471 6.1485 11.1982
38 H 7.3026 4.7152 13.0148
39 H 6.0593 5.9434 14.8174
40 H 5.7072 8.3933 14.6107
41 H 6.8393 9.6384 12.9114
42 H 6.6253 6.5850 9.7812
43 H 6.2364 5.6023 7.6463
44 H 7.8810 6.0809 5.7837
45 H 9.3367 8.1584 6.0082
46 H 9.5040 9.3555 8.0695

**Total charge**: +1
**Expectation value of S²**: 2.012
**Multiplicity**: 3
**Highest occupied orbital energy (spin up / spin down)**: -0.418 / -0.434 Eh

[10]
Entry from the Open Molecules 2025 dataset: a molecular structure, C23H22N4O2Rh (ωB97M-V with the def2-TZVPD basis set).

Geometry (Å):
1 Rh 0.8825 -0.4130 0.9225
2 O -0.4586 -0.2332 -4.3232
3 C -0.4062 1.0593 -3.9578
4 C -0.7819 1.9905 -4.9271
5 C -0.7729 3.3358 -4.6427
6 C -0.3920 3.8057 -3.3783
7 C -0.0290 2.8995 -2.4198
8 C -0.0268 1.5121 -2.6799
9 C 0.3043 0.6204 -1.5854
10 O 0.5517 1.1000 -0.4264
11 N 0.3732 -0.7370 -1.8354
12 N 0.5843 -1.3832 -0.7133
13 C 0.9416 -2.7596 -0.7105
14 C 1.4231 -3.2195 0.4985
15 C 1.8423 -4.5588 0.7149
16 C 2.3636 -4.9192 1.9281
17 C 2.4752 -3.9607 2.9400
18 C 2.0376 -2.6680 2.6962
19 N 1.5195 -2.2842 1.5368
20 H -0.1874 -0.7868 -3.5679
21 H -1.0750 1.6188 -5.9005
22 H -1.0667 4.0409 -5.4112
23 H -0.3818 4.8662 -3.1660
24 H 0.2617 3.2287 -1.4317
25 H 0.8721 -3.3498 -1.6131
26 H 1.7423 -5.2733 -0.0921
27 H 2.6905 -5.9358 2.1030
28 H 2.8906 -4.2089 3.9066
29 H 2.0943 -1.9069 3.4625
30 C 2.2636 3.7640 3.9754
31 C 1.9800 2.3521 4.5029
32 C 1.5985 1.4273 3.4219
33 N 1.3112 0.7324 2.5625
34 H 2.5984 4.3881 4.8011
35 H 1.3663 4.2072 3.5469
36 H 3.0420 3.7494 3.2141
37 H 1.1681 2.3562 5.2294
38 H 2.8537 1.9310 4.9987
39 C -1.7577 -0.5423 1.7867
40 C -2.3536 -0.4865 0.5265
41 C -2.6893 0.7562 -0.0777
42 C -3.2640 0.7998 -1.3277
43 C -3.5144 -0.3845 -2.0269
44 C -3.1962 -1.6204 -1.4543
45 C -2.6290 -1.6766 -0.2026
46 H -1.6432 -1.4989 2.2820
47 H -1.6668 0.3510 2.3920
48 H -2.4826 1.6730 0.4624
49 H -3.5085 1.7554 -1.7772
50 H -3.9558 -0.3449 -3.0151
51 H -3.4031 -2.5351 -1.9972
52 H -2.3893 -2.6337 0.2493

**Total charge**: +1
**Expectation value of S²**: 6.076
**ΔE to the lowest compared entry with this formula, charge and spin**: 0.00 kJ/mol
**Multiplicity**: 5
**Highest occupied orbital energy (spin up / spin down)**: -0.351 / -0.401 Eh

no.,largest force on an atom (eV Å⁻¹),energy (Eh)
1,4.08,-3711.40387
2,3.99,-1112.22401
3,2.13,-1399.26750
4,7.80,-2908.30989
5,3.00,-761.15127
6,3.51,-611.47450
7,4.71,-726.17327
8,1.08,-1483.72139
9,2.50,-6663.87813
10,0.75,-1369.39031